This record from the OMol25 dataset describes a single CH2N4O2 molecule. The level of theory is ωB97M-V/def2-TZVPD.

Its energy above the lowest of the compared OMol25 structures with the same formula, charge and spin is 636.1 kJ/mol. The calculation puts the electronic energy at -11117.029 eV. As for the largest force on an atom: 7.14 eV/Å. As for the frontier orbital gap: 0.29978 Eh. Its SMILES is O/N=c1/nno[nH]1.

```
! wB97M-V def2-TZVPD RIJCOSX def2/J DEFGRID3
* xyz 0 1
O 1.57 1.29 -0.02
N 0.80 0.72 -1.03
C -0.01 -0.13 -0.58
N -1.30 -0.58 -1.12
N -2.14 -0.90 -0.08
O -1.31 -1.08 1.04
N -0.13 -0.46 0.73
H 2.17 2.12 -0.50
H 0.36 -0.98 1.56
*
```